# 1
Formula: C12H26F4INO8S5
Source: the OMol25 dataset
Level of theory: the ωB97M-V functional and the def2-TZVPD basis

Summary:
LUMO level   0.2 eV
Energy   -3817.49314 Eh
HOMO level   -0.327 hartree
Max |F|   1.2 eV Å⁻¹
2S+1   1

XYZ file:
```
57
Properties=species:S:1:pos:R:3:forces:R:3:nbo_charge:R:1
N 0.665 -0.462 0.864 0.2 -0.1 -0.1 -0.83
C 0.743 -0.502 -0.551 -0.4 0.0 0.0 0.18
O 1.718 0.328 -1.198 0.2 -0.2 0.0 -0.56
C 2.837 0.753 -0.466 0.2 0.0 -0.1 -0.20
S 2.573 2.329 0.403 0.0 0.2 0.0 -0.10
C 0.940 -1.973 -1.032 0.3 -0.1 0.6 0.25
I 0.852 -1.998 -3.194 -0.1 0.0 -0.2 0.10
C 2.342 -2.479 -0.639 0.0 0.1 -0.3 -0.48
C 2.655 -3.953 -0.921 0.1 0.2 -0.2 -0.50
C 2.530 -4.895 0.266 0.1 0.4 -0.2 0.98
F 3.725 -5.351 0.653 0.9 -0.1 0.2 -0.33
F 1.815 -5.962 -0.025 -0.7 -0.9 -0.4 -0.31
F 1.983 -4.339 1.344 -0.4 0.5 0.5 -0.33
O -0.022 -2.813 -0.410 0.0 -0.1 -0.6 -0.57
C -1.246 -3.115 -1.025 0.1 0.1 0.6 -0.15
C -2.247 -1.984 -1.283 -0.3 -0.4 -0.5 -0.74
S -3.217 -1.267 0.032 0.1 0.4 0.3 2.03
O -4.094 -0.319 -0.598 0.0 -0.1 0.0 -0.94
O -2.356 -0.877 1.110 -0.1 0.0 -0.1 -0.92
S -1.955 -4.422 0.016 0.0 -0.1 -0.5 2.40
O -3.360 -4.441 -0.238 0.1 -0.1 0.2 -0.92
O -1.169 -5.597 -0.078 -0.1 0.2 0.2 -0.87
F -1.752 -3.806 1.426 0.0 -0.1 0.1 -0.46
H 0.458 0.456 1.228 0.0 -0.1 0.0 0.40
H 1.417 -0.906 1.370 0.0 0.1 0.0 0.37
H -0.213 -0.143 -0.948 0.2 0.0 0.1 0.19
H 3.631 0.930 -1.195 -0.2 0.0 0.0 0.21
H 3.205 0.013 0.249 -0.1 0.1 0.0 0.19
H 2.639 1.897 1.669 0.0 0.0 0.1 0.17
H 3.048 -1.871 -1.208 -0.1 0.0 0.1 0.24
H 2.520 -2.272 0.418 -0.1 0.0 0.0 0.23
H 3.694 -4.029 -1.253 -0.1 0.0 0.0 0.25
H 2.042 -4.360 -1.728 0.0 0.1 0.1 0.25
H -1.116 -3.684 -1.957 0.2 0.3 0.0 0.24
H -1.786 -1.127 -1.783 0.0 -0.1 0.1 0.29
H -2.993 -2.379 -1.983 0.1 0.1 0.1 0.27
H -3.972 -2.303 0.453 0.0 -0.1 0.0 0.01
C -5.209 2.736 -3.824 -0.1 0.0 0.0 -0.83
S -3.535 3.201 -3.364 0.0 0.0 0.0 1.25
O -2.747 1.944 -3.307 0.1 -0.1 0.0 -0.99
C -3.928 3.645 -1.668 0.0 0.0 0.1 -0.83
H -5.176 2.368 -4.847 0.0 0.0 0.0 0.24
H -5.557 1.949 -3.155 0.0 0.0 0.0 0.24
H -5.858 3.610 -3.768 0.0 0.0 0.0 0.22
H -4.370 2.784 -1.166 0.0 0.0 0.0 0.24
H -4.611 4.495 -1.665 0.0 0.0 0.0 0.22
H -2.995 3.920 -1.179 0.0 0.0 0.0 0.24
C 3.669 4.714 4.995 0.1 0.1 0.0 -0.83
S 2.214 3.832 4.423 -0.1 0.0 0.0 1.26
O 2.704 2.581 3.784 0.0 -0.1 0.0 -1.00
C 1.813 4.960 3.085 0.0 0.1 0.0 -0.84
H 4.103 4.136 5.809 0.0 0.0 0.0 0.24
H 4.384 4.799 4.177 0.0 0.0 0.0 0.23
H 3.375 5.698 5.359 0.0 0.0 0.0 0.23
H 2.661 5.028 2.403 0.0 0.0 0.0 0.24
H 1.568 5.939 3.498 0.0 0.0 0.0 0.23
H 0.950 4.554 2.563 0.0 0.0 0.0 0.25
```
Positions in Å, forces in eV/Å.

---

# 2
Formula: C12H26MnNO2P2
Source: the OMol25 dataset
Level of theory: the ωB97M-V functional and the def2-TZVPD basis

Summary:
LUMO level (spin up / spin down)   -4.4 / -4.5 eV
Energy   -2511.44708 Eh
Charge   +1
HOMO level (spin up / spin down)   -0.354 / -0.355 hartree
Max |F|   3.8 eV Å⁻¹
2S+1   6

XYZ file:
```
44
Properties=species:S:1:pos:R:3:forces:R:3:nbo_charge:R:1
Mn -0.490 -0.853 1.396 0.0 -1.0 -1.8 1.31
P 1.967 -1.097 1.164 -0.3 0.5 -0.6 0.80
C 2.144 -1.505 -0.520 -0.4 -0.6 0.0 -0.84
C 0.955 -1.822 -1.200 1.0 1.4 0.8 0.23
N -0.243 -1.410 -0.657 -0.1 0.8 0.0 -0.73
C -1.353 -1.425 -1.434 -0.2 -3.3 1.0 0.22
C -1.424 -2.376 -2.441 -1.2 2.2 -0.5 -0.31
C -0.231 -2.731 -3.072 1.6 -0.7 0.3 -0.13
C 0.974 -2.393 -2.487 -0.8 -0.7 -0.9 -0.27
C -2.582 -0.862 -0.793 -0.7 0.6 0.0 -0.76
P -2.250 0.646 0.186 0.7 -0.6 0.2 0.78
H 1.948 -2.608 -2.926 -0.4 -0.1 0.0 0.23
H -2.394 -2.590 -2.879 0.2 0.0 -0.2 0.22
H -0.259 -3.324 -3.979 0.1 0.1 0.0 0.23
H -3.262 -0.516 -1.567 -0.5 -0.6 -0.1 0.25
H -3.053 -1.590 -0.105 0.0 0.2 -0.5 0.25
H 3.835 1.270 -2.455 0.0 0.0 0.0 0.47
H 3.080 -1.730 -1.027 0.0 -0.1 0.4 0.24
H -0.180 4.372 -0.829 0.4 1.2 0.0 0.45
O 3.620 2.153 -2.136 -1.4 0.1 -0.4 -0.94
H 2.692 2.300 -2.460 1.4 -0.2 0.4 0.47
H 0.150 0.681 1.623 0.3 3.1 1.7 0.14
O 0.156 5.214 -0.429 -0.2 -2.7 2.6 -0.91
H 0.283 4.846 0.537 -0.2 1.5 -2.6 0.46
C -2.515 1.962 -1.049 0.1 0.3 0.0 -0.92
H -3.603 1.945 -1.239 0.5 0.1 -0.2 0.24
H -2.244 2.960 -0.649 -0.1 -0.5 -0.3 0.25
H -1.956 1.748 -1.980 -0.3 0.2 0.5 0.26
C -3.659 0.829 1.310 0.1 0.2 -0.5 -0.94
H -3.384 1.613 2.040 -0.5 -0.4 -0.3 0.25
H -4.490 1.138 0.655 -0.2 -0.2 0.8 0.25
H -3.820 -0.141 1.809 -0.2 0.5 -0.1 0.24
C 2.023 -2.619 2.206 0.7 0.6 0.3 -0.95
H 3.061 -2.949 2.064 -0.4 -0.7 0.4 0.25
H 1.828 -2.376 3.282 0.2 -0.4 -0.9 0.23
H 1.273 -3.332 1.794 0.7 0.4 0.3 0.24
C 3.300 0.085 1.629 0.0 -0.4 0.6 -0.93
H 3.076 0.454 2.644 0.3 -0.1 -0.3 0.23
H 4.250 -0.479 1.648 -0.3 0.4 0.0 0.25
H 3.380 0.957 0.948 -0.2 -0.7 0.2 0.28
C -0.123 1.246 2.606 0.6 0.2 -0.6 -0.85
H -0.932 1.994 2.514 0.3 -0.8 -0.2 0.24
H 0.781 1.814 2.868 -0.1 -0.5 0.1 0.27
H -0.327 0.499 3.392 0.0 0.3 0.0 0.21
```
Positions in Å, forces in eV/Å.

---

# 3
Formula: C12H26NNiO3P2
Source: the OMol25 dataset
Level of theory: the ωB97M-V functional and the def2-TZVPD basis

Summary:
LUMO level (spin up / spin down)   -2.2 / -2.5 eV
Energy   -2944.02607 Eh
Charge   +1
HOMO level (spin up / spin down)   -0.258 / -0.394 hartree
Max |F|   2.0 eV Å⁻¹
2S+1   3

XYZ file:
```
45
Properties=species:S:1:pos:R:3:forces:R:3:nbo_charge:R:1
Ni 0.692 -0.367 0.666 -0.8 -0.5 0.2 0.57
P 0.704 2.417 -0.633 -1.4 -1.3 0.7 1.90
C -0.900 1.833 -0.974 0.7 0.8 -0.1 -1.03
C -1.034 0.520 -1.588 0.1 -1.1 -0.3 0.22
N -0.497 -0.575 -0.947 -0.1 1.2 0.0 -0.61
C -0.631 -1.810 -1.452 -0.2 0.1 -0.8 0.25
C -1.244 -2.023 -2.680 0.0 -0.1 0.3 -0.27
C -1.806 -0.943 -3.358 0.0 0.3 0.1 -0.14
C -1.723 0.326 -2.800 0.0 0.1 0.2 -0.26
C -0.050 -2.942 -0.651 0.0 -0.6 0.1 -0.77
P 0.292 -2.389 1.055 0.5 -0.5 -0.4 0.89
H -2.183 1.200 -3.268 0.2 -0.4 0.0 0.22
H -1.272 -3.031 -3.074 -0.1 0.1 -0.1 0.23
H -2.293 -1.081 -4.322 0.1 0.0 0.3 0.23
H -0.726 -3.804 -0.635 0.0 0.1 -0.3 0.24
H 0.903 -3.271 -1.088 -0.2 0.1 0.0 0.26
H -1.913 1.866 0.576 0.3 0.0 0.0 0.51
H -1.505 2.605 -1.463 0.2 0.0 0.2 0.27
H -1.619 0.968 2.467 0.2 0.0 0.1 0.53
O -2.300 1.934 1.491 -1.2 -0.2 0.2 -0.98
H -3.253 1.721 1.395 0.7 0.3 0.1 0.49
H -0.187 0.038 2.202 0.4 -0.3 -0.5 0.04
O -1.039 0.282 2.980 -0.9 0.4 0.8 -0.94
H -0.604 0.714 3.738 -0.1 0.1 0.0 0.50
C -1.277 -2.742 1.888 -0.1 -0.3 0.3 -0.97
H -1.475 -3.820 1.813 -0.1 0.2 0.1 0.24
H -1.209 -2.457 2.946 -0.1 0.0 -0.3 0.26
H -2.095 -2.189 1.407 0.3 -0.1 0.2 0.25
C 1.467 -3.575 1.738 -0.1 -0.5 0.2 -0.96
H 1.791 -3.192 2.714 0.0 -0.2 -0.2 0.25
H 1.004 -4.564 1.866 0.3 0.2 0.0 0.24
H 2.337 -3.653 1.072 -0.2 0.0 0.2 0.25
C 1.811 2.186 -2.012 0.8 0.2 -0.3 -1.04
H 1.516 2.899 -2.799 0.0 -0.2 0.3 0.28
H 2.868 2.362 -1.766 -0.3 0.0 -0.2 0.26
H 1.698 1.175 -2.433 -0.1 0.3 0.3 0.28
C 0.775 4.028 0.112 -0.1 0.8 -0.3 -1.01
H 1.793 4.266 0.449 -0.2 -0.1 -0.2 0.27
H 0.462 4.784 -0.617 0.1 0.0 0.2 0.27
H 0.095 4.066 0.975 0.1 -0.2 -0.3 0.29
C 2.600 1.234 1.013 0.6 0.7 0.3 -0.27
O 1.223 1.480 0.633 0.6 1.0 -1.2 -0.86
H 3.290 1.540 0.213 -0.2 -0.2 0.3 0.20
H 2.725 0.156 1.233 0.0 0.5 -0.1 0.21
H 2.789 1.826 1.917 0.1 -0.3 -0.2 0.22
```
Positions in Å, forces in eV/Å.

---

# 4
Formula: C12H27BN2O
Source: the OMol25 dataset
Level of theory: the ωB97M-V functional and the def2-TZVPD basis

Summary:
LUMO level   -0.6 eV
Energy   -682.85490 Eh
HOMO level   -0.274 hartree
Max |F|   4.0 eV Å⁻¹
2S+1   1

XYZ file:
```
43
Properties=species:S:1:pos:R:3:forces:R:3:nbo_charge:R:1
B -2.318 -1.041 -0.328 -0.7 0.1 -0.2 -0.42
C -2.493 0.297 -1.247 0.9 0.9 0.0 -0.62
C -2.009 0.180 -2.747 -1.2 0.5 0.2 -0.41
C -1.891 -1.263 -3.336 0.8 0.3 -1.2 -0.41
C -0.476 -1.979 -3.144 -1.1 -0.6 0.4 -0.21
N 0.673 -1.053 -3.042 -1.9 -1.7 0.0 -0.33
C 1.145 -0.522 -1.855 2.5 1.9 -2.5 -0.09
C 2.220 0.350 -2.289 -1.4 -1.2 -0.3 -0.32
C 2.301 0.264 -3.746 -0.8 -0.5 0.3 -0.32
C 1.291 -0.652 -4.203 2.0 2.1 2.6 -0.07
H -2.298 -0.719 0.847 0.1 0.2 0.8 -0.10
H -3.287 -1.755 -0.490 -0.1 -0.4 0.1 -0.04
H -1.339 -1.706 -0.573 0.6 -0.1 0.0 -0.10
H -1.856 1.108 -0.773 -0.6 -0.5 -0.5 0.16
H -3.539 0.710 -1.198 0.8 -0.5 -0.1 0.19
H -2.784 0.709 -3.372 0.8 -0.5 0.3 0.19
H -1.082 0.793 -2.861 -0.5 -0.8 -0.2 0.20
H -2.006 -1.149 -4.454 0.1 -0.1 0.9 0.19
H -2.730 -1.945 -3.042 0.9 0.6 0.2 0.23
H -0.309 -2.665 -4.015 0.0 0.7 0.7 0.19
H -0.517 -2.614 -2.234 0.2 0.6 -0.6 0.23
H 0.780 -0.694 -0.831 -0.2 -0.2 -1.1 0.22
H 2.827 0.959 -1.592 -0.4 -0.4 -0.8 0.20
H 2.997 0.825 -4.391 -0.5 -0.5 0.5 0.22
H 1.001 -0.993 -5.208 0.1 0.2 0.9 0.23
C 2.049 1.395 2.373 0.3 -0.2 -0.2 -0.64
C 0.726 0.651 2.270 0.3 0.8 -0.2 -0.08
C -0.312 1.112 3.293 -0.5 -0.9 0.0 -0.09
O 0.013 0.596 4.582 0.0 0.6 -0.1 -0.56
C 0.702 1.510 5.435 0.2 -0.3 0.2 -0.25
N 0.987 -0.803 2.531 -0.5 -0.5 0.3 -0.68
H 2.601 1.137 3.279 -0.1 0.1 0.1 0.21
H 2.692 1.153 1.523 0.0 0.0 0.0 0.23
H 1.885 2.472 2.367 -0.1 -0.1 0.0 0.25
H 0.329 0.731 1.255 -0.2 -0.1 0.1 0.26
H -1.279 0.676 3.025 0.0 0.0 0.0 0.24
H -0.438 2.196 3.292 0.2 0.0 0.0 0.20
H 0.472 2.551 5.202 0.0 -0.1 -0.1 0.18
H 1.779 1.342 5.362 0.0 0.2 0.0 0.17
H 0.399 1.305 6.461 -0.1 0.0 -0.1 0.20
H 1.821 -1.159 2.064 -0.1 0.1 -0.1 0.44
H 0.181 -1.384 2.260 -0.1 0.2 -0.3 0.47
H 1.094 -0.925 3.548 0.0 0.2 -0.1 0.45
```
Positions in Å, forces in eV/Å.

---

# 5
Formula: C12H27Br9N3O4P
Source: the OMol25 dataset
Level of theory: the ωB97M-V functional and the def2-TZVPD basis

Summary:
LUMO level   -0.8 eV
Energy   -24446.06702 Eh
HOMO level   -0.304 hartree
Max |F|   3.3 eV Å⁻¹
2S+1   1

XYZ file:
```
56
Properties=species:S:1:pos:R:3:forces:R:3:nbo_charge:R:1
C 3.072 7.281 2.026 -0.5 -0.3 -0.4 -0.46
Br 3.502 5.879 0.690 -0.1 0.8 0.8 0.08
Br 1.943 6.550 3.447 0.5 0.2 -0.5 0.08
Br 2.176 8.793 1.166 0.3 -0.5 0.3 0.08
H 3.990 7.668 2.468 -0.2 -0.3 -0.2 0.23
C -0.326 1.926 1.756 -1.0 -0.6 -1.4 -0.40
Br -0.965 3.466 0.576 0.8 -1.4 1.2 0.06
Br 1.132 0.870 0.834 -1.3 1.0 0.9 0.07
Br -1.945 0.744 2.136 1.5 1.0 -0.3 0.05
H 0.032 2.303 2.714 0.0 0.0 -0.4 0.22
C 2.578 -1.688 7.109 2.5 1.4 -0.2 -0.40
Br 3.074 -2.722 5.466 -0.8 0.7 1.5 0.10
Br 2.157 0.234 6.658 -0.1 -1.7 0.2 0.07
Br 4.289 -1.516 8.254 -1.3 -0.4 -0.8 0.01
H 1.878 -2.123 7.823 -0.2 0.0 -0.8 0.23
O -5.256 -3.516 -3.437 -0.7 -0.5 1.0 -1.10
P -4.590 -2.240 -3.668 2.4 0.4 -2.3 2.41
N -5.188 -0.947 -2.849 -0.3 0.3 -1.3 -0.84
C -6.180 -1.161 -1.787 1.4 -1.2 0.7 -0.42
C -4.682 0.415 -3.146 -1.8 -0.4 1.2 -0.42
N -4.551 -1.829 -5.369 0.5 0.1 2.2 -0.78
C -5.795 -1.374 -5.897 -0.2 0.7 0.3 -0.41
C -3.774 -2.606 -6.306 0.8 0.0 0.7 -0.41
N -2.928 -2.297 -3.285 0.8 -0.8 0.1 -0.82
C -2.589 -2.743 -1.897 -0.7 -0.1 -0.7 -0.41
C -1.904 -1.357 -3.778 -1.0 0.7 -0.1 -0.41
H -6.369 -0.266 -1.194 -0.2 0.1 -0.4 0.21
H -5.652 -1.859 -1.138 -0.2 0.1 0.8 0.20
H -7.046 -1.777 -2.029 -0.3 0.8 -0.7 0.22
H -4.252 0.816 -2.229 0.8 0.1 -0.2 0.19
H -5.590 1.010 -3.241 0.0 0.4 -0.6 0.19
H -4.084 0.487 -4.055 0.1 -0.2 0.4 0.23
H -6.186 -0.616 -5.218 -0.4 -0.2 0.1 0.20
H -5.605 -0.822 -6.817 -0.2 -0.3 -0.4 0.19
H -6.494 -2.202 -6.013 -0.3 0.1 -0.3 0.19
H -4.212 -3.542 -6.653 -0.5 0.0 0.0 0.19
H -3.550 -1.958 -7.154 0.1 -0.1 -0.2 0.19
H -2.854 -2.876 -5.788 0.2 -0.1 -0.3 0.21
H -2.706 -3.813 -1.728 0.1 -0.2 -0.5 0.21
H -1.551 -2.460 -1.722 -0.2 0.0 0.3 0.20
H -3.267 -2.318 -1.157 0.2 0.6 0.2 0.18
H -2.037 -0.435 -3.213 0.3 0.5 -0.2 0.17
H -2.014 -1.147 -4.842 -0.3 0.1 0.1 0.21
H -0.856 -1.635 -3.663 -0.2 -0.8 0.3 0.20
C 6.899 -0.189 2.629 0.1 1.6 -0.3 -0.25
O 7.690 -0.249 3.802 0.4 -0.6 1.0 -0.51
C 7.875 0.767 4.654 -2.2 1.8 0.0 0.99
O 7.388 1.895 4.589 1.1 -1.8 -0.3 -0.65
O 8.550 0.287 5.685 1.1 -0.6 0.0 -0.49
C 9.051 1.134 6.696 -0.2 1.3 1.2 -0.26
H 6.240 0.679 2.637 0.0 0.1 0.2 0.20
H 6.273 -1.073 2.507 0.5 -0.2 0.2 0.20
H 7.630 -0.022 1.839 -0.4 -0.4 -0.4 0.19
H 8.287 1.389 7.430 -0.4 -0.2 -0.2 0.19
H 9.444 2.105 6.396 -0.1 -0.2 -0.8 0.20
H 9.849 0.677 7.282 -0.1 -0.7 -0.6 0.20
```
Positions in Å, forces in eV/Å.